# 1
# C17H24ClNO3Re

A structure of composition C17H24ClNO3Re (ωB97M-V/def2-TZVPD, OMol25).

Last column: Löwdin spin population.
CARTESIAN COORDINATES (ANGSTROEM)
1 C -1.232 2.262 -1.446  0.01
2 O 2.074 0.512 -0.878  0.05
3 H 2.356 0.208 1.979  0.00
4 H -1.042 -1.873 3.582  0.00
5 Cl -2.437 4.018 -3.119  -0.01
6 H 3.152 -0.137 -2.543  0.00
7 C 2.323 -1.907 1.639  -0.04
8 C -2.123 -1.660 -0.947  0.00
9 H -0.368 -2.913 -1.202  0.00
10 C 2.113 0.057 -2.249  0.00
11 H 0.114 0.261 3.101  0.00
12 C 0.451 -0.647 2.607  0.02
13 H -2.328 5.372 -0.548  0.00
14 C -2.859 -0.766 1.135  0.00
15 H 3.315 -1.926 1.201  0.00
16 C -0.883 -2.092 -1.722  0.00
17 H 2.234 -4.042 1.879  0.00
18 N -0.747 1.848 -0.275  -0.01
19 H 1.719 0.851 -2.901  0.00
20 C 1.295 -1.225 -2.372  0.00
21 O -1.729 -1.048 0.301  0.01
22 C -0.815 2.665 0.794  0.00
23 C 2.985 1.586 -0.632  0.00
24 H -3.350 -1.703 1.427  0.00
25 H 1.222 -1.513 -3.429  0.00
26 H -1.410 4.556 1.612  0.00
27 H -1.176 1.606 -2.309  0.00
28 Re 0.211 -0.047 0.072  1.02
29 C -1.828 3.535 -1.603  -0.01
30 H -0.404 2.307 1.735  0.00
31 C 1.724 -3.097 2.039  0.01
32 C -0.139 -1.868 2.988  -0.02
33 H 0.000 -4.012 2.946  0.00
34 H -2.729 -0.944 -1.521  0.00
35 C -1.380 3.930 0.728  0.00
36 H -3.600 -0.148 0.613  0.00
37 O -0.014 -0.960 -1.848  0.03
38 H 1.774 -2.053 -1.822  0.00
39 H -2.514 -0.241 2.025  0.00
40 H -2.749 -2.539 -0.740  0.00
41 H 2.795 2.431 -1.303  0.00
42 C -1.888 4.382 -0.481  -0.01
43 H -1.184 -2.439 -2.719  0.00
44 H 2.869 1.909 0.402  0.00
45 C 1.704 -0.663 1.926  -0.02
46 H 4.017 1.248 -0.793  0.00
47 C 0.481 -3.078 2.674  -0.05

The orbital gap (spin up / spin down) comes out at 3.80 / 4.74 eV. The HOMO energy (spin up / spin down) is -21.65 / -21.71 eV. The total energy is -1479.2837 Ha. As for the total charge: +4. As for the LUMO energy (spin up / spin down): -17.85 / -16.97 eV. The spin multiplicity is 2.

# 2
# CH7IN3

The ion CH7IN3 with charge +1 (ωB97M-V/def2-TZVPD, OMol25).

Last column: natural (NBO) charge in e.
CARTESIAN COORDINATES (ANGSTROEM)
1 C -0.459 -0.362 -0.669  -0.01
2 H 0.901 -1.926 -0.194  0.44
3 N 0.509 1.281 0.687  -0.68
4 H -0.214 1.842 0.971  0.37
5 N 0.184 -1.399 0.301  -0.77
6 N 0.423 0.749 -0.670  -0.50
7 H -0.518 -1.016 -1.599  0.26
8 H 1.344 1.955 0.777  0.41
9 H -0.290 -2.086 0.930  0.46
10 I -2.490 0.098 0.047  0.13
11 H 0.044 1.464 -1.514  0.41
12 H 0.566 -0.601 0.932  0.48

For the relative energy (zero: lowest compared OMol25 entry of this formula, charge and spin), the calculation gives 313.1 kJ/mol. As for the SMILES: NN[C@@H]([NH3+])I. The orbital gap comes out at 10.14 eV. The HOMO energy is -14.00 eV. The total energy is -503.9367 Ha. As for the total charge: +1. As for the LUMO energy: -3.87 eV.

# 3
# C7H12N4O

A cluster of 2 separate species, C7H12N4O in total (ωB97M-V/def2-TZVPD, OMol25).

Last column: natural (NBO) charge in e.
CARTESIAN COORDINATES (ANGSTROEM)
1 O -0.406 1.786 -0.772  -0.56
2 N 0.849 0.216 0.514  -0.35
3 H -2.892 2.152 -0.418  0.30
4 H 3.052 -0.475 1.761  0.21
5 H -4.160 1.213 -1.198  0.25
6 H 2.134 -0.978 -1.300  0.24
7 H 3.500 1.239 1.913  0.20
8 H 3.834 -0.353 -1.961  0.24
9 C -3.042 1.208 -0.961  -0.71
10 C -0.204 0.805 -0.056  0.72
11 H -4.149 -1.300 -0.334  0.25
12 C 2.948 0.438 -0.075  0.10
13 C 3.563 0.303 1.259  -0.75
14 H -2.813 -1.822 0.677  0.28
15 N 0.531 -0.874 1.084  0.07
16 N -1.262 -0.173 0.109  -0.25
17 C -3.406 -0.929 0.359  -0.73
18 H -2.436 1.459 -1.781  0.29
19 C 3.202 -0.636 -1.073  -0.77
20 H 4.668 0.185 1.059  0.23
21 H -4.033 -0.763 1.289  0.28
22 C -2.491 0.087 -0.192  0.50
23 H 3.712 -1.610 -0.779  0.15
24 N -0.699 -1.178 0.878  -0.18

For the relative energy (zero: lowest compared OMol25 entry of this formula, charge and spin), the calculation gives 713.7 kJ/mol. The orbital gap (spin up / spin down) comes out at 4.41 / 4.41 eV. The HOMO energy (spin up / spin down) is -6.13 / -6.13 eV. The total energy is -567.9135 Ha. As for the LUMO energy (spin up / spin down): -1.72 / -1.72 eV.

# 4
# C3H4N2O

The molecule C3H4N2O (ωB97M-V/def2-TZVPD, OMol25).

Last column: natural (NBO) charge in e.
CARTESIAN COORDINATES (ANGSTROEM)
1 C -0.492 0.144 0.729  0.40
2 O -1.083 0.338 1.928  -0.66
3 C 0.667 0.721 0.281  -0.21
4 N 0.838 0.186 -0.983  -0.51
5 H -1.896 -0.186 1.920  0.49
6 H -0.081 -1.431 -1.971  0.20
7 C -0.162 -0.692 -1.192  0.18
8 H 1.509 1.151 0.793  0.22
9 N -1.005 -0.729 -0.182  -0.51
10 H 1.511 0.494 -1.667  0.42

For the relative energy (zero: lowest compared OMol25 entry of this formula, charge and spin), the calculation gives 65.8 kJ/mol. As for the SMILES: Oc1c[nH]cn1. The orbital gap comes out at 9.23 eV. The HOMO energy is -8.28 eV. The total energy is -301.4622 Ha. As for the LUMO energy: 0.95 eV.